# 1
Computed, not measured: C21H34N4O4Pt as an isolated structure, with ωB97M-V with the def2-TZVPD basis set.

Values from the calculation:
Energy relative to the best compared isomer or geometry (same formula, charge and spin): 0.422 eV
Frontier orbital gap: 8.35 eV
Energy: -1459.3545 Ha

The geometry in ORCA input format:
```
! RIJCOSX wB97M-V def2-TZVPD def2/J DEFGRID3
* xyz 2 1
Pt 0.0518 -0.4133 -2.1623
C 3.9653 3.0095 -2.2085
N 3.5651 1.6035 -2.2717
C 4.6660 0.6332 -2.2476
C 2.3175 1.2048 -2.2326
O 2.0306 -0.0319 -2.2063
C 1.2075 2.2652 -2.2138
O -0.0269 1.5488 -2.2394
C -1.3176 2.1606 -2.2229
C -2.3352 1.0121 -2.2633
O -1.9470 -0.1965 -2.2257
N -3.6109 1.3032 -2.3312
C -4.1369 2.6668 -2.2751
C -4.6251 0.2425 -2.3323
H 4.8207 3.1533 -2.8642
H 4.2536 3.2728 -1.1905
H 3.1729 3.6718 -2.5440
H 5.3580 0.8742 -3.0518
H 4.2792 -0.3690 -2.3827
H 5.1860 0.7029 -1.2925
H 1.2627 2.9198 -3.0861
H 1.2684 2.8611 -1.2998
H -1.4161 2.8173 -3.0895
H -1.4365 2.7374 -1.3023
H -3.3782 3.4055 -2.5145
H -4.5372 2.8698 -1.2817
H -4.9392 2.7591 -3.0037
H -4.1509 -0.7231 -2.4545
H -5.3148 0.4233 -3.1542
H -5.1725 0.2679 -1.3905
C 1.3030 -5.5536 -2.4835
N 0.1392 -4.8086 -1.9860
C -1.1056 -5.5465 -1.7352
C 0.1342 -3.5114 -2.0063
N 0.1173 -2.3584 -2.0169
H 1.5157 -6.3680 -1.7938
H 2.1656 -4.8950 -2.5332
H 1.0963 -5.9589 -3.4739
H -0.8920 -6.3688 -1.0553
H -1.5053 -5.9403 -2.6697
H -1.8358 -4.8863 -1.2753
C -0.3833 1.0972 6.9997
C -0.2020 0.7332 5.5562
C 0.5342 -0.3840 5.1822
C 0.7049 -0.7334 3.8519
C 1.5177 -1.9674 3.5400
C 0.1193 0.0730 2.8536
C 0.3112 -0.3099 1.4605
O -0.0914 0.2891 0.4719
C -0.6339 1.2138 3.2161
C -1.2948 2.1152 2.2080
C -0.7778 1.5158 4.5573
H 0.1282 0.3975 7.6570
H -1.4423 1.1042 7.2618
H 0.0038 2.0984 7.1942
H 0.9849 -1.0000 5.9509
H 1.8643 -2.4223 4.4650
H 2.3986 -1.7371 2.9389
H 0.9323 -2.7183 3.0071
H 0.8743 -1.2451 1.3058
H -0.5552 2.5810 1.5543
H -1.8494 2.8986 2.7217
H -1.9793 1.5565 1.5686
H -1.3572 2.3869 4.8415
*
```

# 2
Computed, not measured: a 5-piece molecular cluster, C21H34N4O6 overall, with ωB97M-V with the def2-TZVPD basis set.

Values from the calculation:
Energy relative to the best compared isomer or geometry (same formula, charge and spin): 5.486 eV
Frontier orbital gap: 8.23 eV
Energy: -1491.0027 Ha

The geometry in ORCA input format:
```
! RIJCOSX wB97M-V def2-TZVPD def2/J DEFGRID3
* xyz 0 1
C 0.2913 -2.0303 -3.5281
C -0.4740 -1.3935 -2.8566
C -1.4472 -0.4754 -2.3638
C -1.1112 0.7793 -2.0019
C 0.2739 1.3318 -2.0414
C -2.2390 1.6626 -1.5556
O -2.1032 2.4932 -0.6877
C -3.5364 1.4398 -2.2598
C -3.8605 0.1937 -2.5916
C -2.8805 -0.8811 -2.2460
O -3.2299 -1.9766 -1.8699
H 0.9444 -2.5574 -4.1791
H 0.9079 0.7696 -1.3617
H 0.6836 1.2488 -3.0470
H 0.2689 2.3539 -1.6899
H -4.1911 2.2691 -2.4929
H -4.7772 -0.0792 -3.0949
C -5.1069 3.2936 3.7877
N -6.2836 3.2967 2.9405
C -6.3423 3.2692 1.5802
C -5.0318 3.2305 0.8322
O -7.4194 3.2759 1.0079
H -5.1244 2.4217 4.4446
H -5.0931 4.1920 4.4077
H -4.2009 3.2651 3.1923
H -7.1895 3.3218 3.3807
H -5.2424 3.2111 -0.2319
H -4.4332 4.1144 1.0525
H -4.4640 2.3365 1.0903
C 4.6930 3.0614 1.4578
N 3.5046 3.0890 0.6275
C 3.4226 3.0703 -0.7296
C 4.7170 3.0122 -1.5061
O 2.3359 3.0974 -1.2821
H 4.6700 2.1862 2.1096
H 4.7302 3.9555 2.0825
H 5.5905 3.0217 0.8501
H 2.6054 3.1260 1.0817
H 4.4818 3.0024 -2.5657
H 5.3346 3.8852 -1.2918
H 5.2732 2.1063 -1.2617
C 0.9239 -2.6021 3.1848
N 1.0819 -1.8128 1.9794
C 0.1780 -1.5681 1.0115
C -1.1950 -2.1708 1.1674
O 0.4901 -0.8853 0.0364
H 1.1246 -1.9723 4.0548
H 1.6442 -3.4161 3.1639
H -0.0767 -3.0116 3.2674
H 1.9789 -1.3905 1.8029
H -1.8025 -1.8969 0.3113
H -1.1298 -3.2584 1.2113
H -1.6757 -1.7990 2.0732
C 3.1223 -4.0191 -2.2942
N 2.6497 -3.8108 -0.9405
C 2.9798 -4.5032 0.1778
C 3.9619 -5.6420 0.0368
O 2.4853 -4.1992 1.2544
H 3.6162 -3.1155 -2.6560
H 2.2768 -4.2365 -2.9486
H 3.8235 -4.8457 -2.3399
H 1.9873 -3.0618 -0.7802
H 4.1161 -6.0877 1.0146
H 3.5725 -6.4044 -0.6386
H 4.9198 -5.2806 -0.3390
*
```

Which value of frontier orbital gap does entry 2 give? 8.23 eV